C6H14OS | ωB97M-V with the def2-TZVPD basis set

CARTESIAN COORDINATES (ANGSTROEM)
1 C -2.123 1.106 -0.995
2 C 1.955 -1.763 0.008
3 C 3.571 0.077 0.228
4 C 1.245 0.719 -0.412
5 C -2.940 0.267 1.442
6 C 2.304 -0.291 -0.063
7 O -2.738 -1.420 -0.647
8 S -1.941 -0.407 -0.012
9 H -1.849 0.939 -2.044
10 H -3.225 1.221 -1.287
11 H 2.331 -2.458 -0.828
12 H 2.197 -2.105 0.966
13 H 0.868 -1.842 0.026
14 H 3.892 1.081 0.242
15 H -1.406 1.869 -0.558
16 H 4.160 -0.754 0.437
17 H 0.537 0.748 0.394
18 H 1.750 1.682 -0.611
19 H 0.779 0.282 -1.344
20 H -2.477 1.112 1.903
21 H -3.901 0.466 0.992
22 H -2.990 -0.527 2.162

Summary:
* ΔE to the lowest compared entry with this formula, charge and spin: 214.0 kJ/mol
* HOMO energy: -8.96 eV

Calculated atomic charges, method natural (NBO), unit e: C -0.8864; C -0.6672; C -0.4305; C -0.6531; C -0.8018; C 0.0507; O -0.9853; S 1.2693; H 0.2457; H 0.2500; H 0.2276; H 0.2218; H 0.2131; H 0.1952; H 0.2460; H 0.1910; H 0.2082; H 0.2180; H 0.2139; H 0.2211; H 0.2249; H 0.2276


C28H19F6N7O8OsS2 | ωB97M-V with the def2-TZVPD basis set

CARTESIAN COORDINATES (ANGSTROEM)
1 Os -1.303 -0.352 0.651
2 C -4.230 1.965 -2.652
3 C -3.899 1.319 -3.846
4 C -3.237 0.121 -3.812
5 C -2.857 -0.475 -2.597
6 N -3.248 0.177 -1.473
7 C -3.906 1.357 -1.476
8 N -2.181 -1.643 -2.654
9 C -1.340 -2.255 -1.883
10 N -0.819 -1.979 -0.641
11 C 0.087 -2.973 -0.309
12 N 0.735 -3.156 0.809
13 C 0.734 -2.434 1.912
14 C 1.318 -3.003 3.092
15 C 1.208 -2.658 4.391
16 C 0.442 -1.544 5.000
17 C 0.226 -0.276 4.301
18 N 0.080 -1.136 2.021
19 C 0.177 -3.929 -1.408
20 C 0.933 -5.077 -1.577
21 C 0.762 -5.779 -2.761
22 C -0.138 -5.345 -3.738
23 C -0.893 -4.195 -3.558
24 C -0.718 -3.501 -2.375
25 H -4.719 2.927 -2.626
26 H -4.150 1.769 -4.796
27 H -2.939 -0.398 -4.709
28 H -4.120 1.759 -0.500
29 H 1.885 -3.897 2.863
30 H 1.718 -3.291 5.108
31 H -0.267 -1.827 5.772
32 H -0.649 0.319 4.545
33 H 1.627 -5.405 -0.815
34 H 1.336 -6.680 -2.936
35 H -0.244 -5.918 -4.650
36 H -1.592 -3.844 -4.305
37 C -1.745 1.340 1.788
38 H -0.839 1.932 1.964
39 H -2.169 1.053 2.750
40 H -2.460 1.984 1.272
41 F -1.730 5.896 -2.145
42 C -1.119 5.624 -1.001
43 F 0.199 5.788 -1.158
44 F -1.550 6.475 -0.071
45 S -1.424 3.892 -0.379
46 O -3.066 -0.404 -0.259
47 O -2.873 3.849 -0.136
48 N -1.094 3.239 -1.853
49 S -0.375 1.895 -2.006
50 O -0.539 0.928 -0.898
51 O -0.525 1.324 -3.306
52 C 1.418 2.279 -1.862
53 F 2.138 1.160 -1.971
54 F 1.777 3.120 -2.821
55 F 1.662 2.845 -0.676
56 O 1.199 -0.368 5.333
57 C 0.738 -0.222 2.916
58 O -1.302 -1.317 2.331
59 C 1.889 0.453 2.468
60 C 2.544 1.372 3.323
61 C 3.688 2.016 2.915
62 C 4.203 1.735 1.657
63 C 3.593 0.844 0.788
64 C 2.433 0.217 1.183
65 N 5.433 2.414 1.225
66 O 5.928 3.218 1.989
67 O 5.837 2.183 0.102
68 H 2.147 1.562 4.309
69 H 4.195 2.724 3.553
70 H 4.025 0.668 -0.185
71 H 1.944 -0.458 0.493

Summary:
* ΔE to the lowest compared entry with this formula, charge and spin: 604.0 kJ/mol
* HOMO energy (alpha / beta): -7.56 / -9.18 eV
* expectation value of S²: 6.102
* multiplicity: 5

Calculated atomic charges, method Löwdin, unit e: Os 1.6820; C -0.0271; C -0.0284; C 0.0093; C -0.2469; N -0.0904; C -0.0221; N 0.2037; C -0.2529; N -0.0146; C -0.2558; N 0.1934; C -0.2489; C -0.0020; C 0.0118; C -0.2020; C -0.2003; N -0.2101; C -0.1079; C -0.0021; C -0.0669; C -0.0650; C -0.0004; C -0.1006; H 0.1233; H 0.1198; H 0.1273; H 0.1295; H 0.1189; H 0.1149; H 0.1523; H 0.1546; H 0.1151; H 0.1047; H 0.1044; H 0.1151; C -0.2532; H 0.0159; H 0.0119; H -0.0232; F 0.1380; C -0.7590; F 0.1129; F 0.1193; S 0.9260; O -0.2526; O -0.4649; N -0.3739; S 0.5745; O -0.4639; O -0.2384; C -0.6756; F 0.1396; F 0.1611; F 0.1300; O 0.0170; C -0.1297; O -0.2248; C -0.1399; C 0.0278; C 0.0226; C -0.1297; C 0.0045; C 0.0073; N -0.3511; O 0.0795; O 0.0810; H 0.1217; H 0.1241; H 0.1209; H 0.1084


C6H33NO9 | ωB97M-V with the def2-TZVPD basis set

CARTESIAN COORDINATES (ANGSTROEM)
1 C 1.215 0.990 -2.851
2 C 0.253 0.030 -2.173
3 N 0.794 -0.855 -1.121
4 C -1.122 -4.188 -0.500
5 C 0.032 -3.174 -0.731
6 C -0.211 -1.686 -0.384
7 C -1.662 -1.306 -0.707
8 H 2.159 0.948 -2.288
9 H 1.005 2.058 -2.787
10 H 1.503 0.752 -3.873
11 H -0.225 -0.569 -2.960
12 H -0.567 0.612 -1.749
13 H 1.360 -1.496 -1.668
14 H -0.687 -5.047 0.012
15 H -1.769 -3.803 0.291
16 H -1.713 -4.452 -1.367
17 H 0.278 -3.252 -1.791
18 H 0.829 -3.534 -0.088
19 H -0.075 -1.534 0.690
20 H -1.858 -1.118 -1.756
21 H -2.337 -2.002 -0.227
22 H -1.911 -0.307 -0.335
23 H 2.313 -3.109 2.297
24 H 0.999 -3.387 3.073
25 O 1.372 -3.284 2.194
26 H 3.976 0.242 1.224
27 H 3.331 0.464 -0.115
28 O 4.108 0.051 0.288
29 H -0.456 1.399 1.309
30 H 0.369 0.146 1.271
31 O 0.440 1.079 1.514
32 H -1.586 2.014 -2.596
33 H -3.053 2.411 -2.617
34 O -2.165 2.783 -2.658
35 H 1.249 2.143 -0.160
36 H 2.222 2.366 0.932
37 O 2.143 2.488 -0.021
38 H -2.836 0.162 2.007
39 H -3.661 1.356 1.688
40 O -3.732 0.495 2.122
41 H -1.452 3.166 1.566
42 H -2.225 3.090 0.283
43 O -2.062 2.568 1.078
44 H -0.185 5.168 0.783
45 H 0.860 4.014 0.835
46 O -0.009 4.297 1.149
47 H 1.326 0.851 3.152
48 H 1.551 -0.469 3.932
49 O 1.874 0.429 3.833

Summary:
* ΔE to the lowest compared entry with this formula, charge and spin: 240.5 kJ/mol
* HOMO energy: -9.26 eV
* structure (SMILES): CCN[C@@H](C)CC.O.O.O.O.O.O.O.O.O

Calculated atomic charges, method natural (NBO), unit e: C -0.6507; C -0.2277; N -0.6364; C -0.6144; C -0.4208; C -0.0360; C -0.6426; H 0.2310; H 0.2200; H 0.2185; H 0.1675; H 0.1640; H 0.3605; H 0.2173; H 0.1980; H 0.2122; H 0.1926; H 0.2364; H 0.1656; H 0.2121; H 0.2282; H 0.1992; H 0.4833; H 0.4747; O -0.9529; H 0.4647; H 0.4829; O -0.9498; H 0.5026; H 0.4902; O -0.9936; H 0.4693; H 0.4715; O -0.9393; H 0.4828; H 0.4784; O -0.9525; H 0.4568; H 0.4853; O -0.9438; H 0.5122; H 0.4901; O -0.9981; H 0.4861; H 0.5018; O -0.9837; H 0.4923; H 0.4612; O -0.9671